Record 1
H5NO3SSi | ωB97M-V/def2-TZVPD

Cartesian coordinates (Å):
N 2.196149 0.733451 -1.146861
O 3.214522 -1.282772 -0.194792
O 3.182709 0.802600 1.238480
O -0.102014 -0.422657 0.600147
Si -0.558637 -1.648276 -0.314674
S 2.602139 -0.043218 0.226048
H 1.441536 0.319456 -1.597657
H 2.234482 1.730152 -1.090153
H 0.394136 -2.021292 -1.234408
H -0.637084 -2.928662 0.448263
H -1.919655 -1.889731 -1.203225

Forces on atoms 1 to 6 (eV/Å):
2.02 0.82 1.38
-0.76 0.56 0.84
-0.77 -0.34 -0.98
1.28 1.79 0.38
-3.10 -3.11 0.07
0.03 -1.04 -0.28

**Calculated total energy**: -971.00003 a.u.
**Charge**: 0
**HOMO level (alpha / beta)**: -10.5 / -9.8 eV
**Orbital gap (alpha / beta)**: 0.290 / 0.235 Eh
**Spin multiplicity**: 1



Record 2
C2HInLiO2 | ωB97M-V/def2-TZVPD

Cartesian coordinates (Å):
O 0.977766 0.730865 -0.092105
C 0.806667 -0.499241 0.088411
In 0.443391 2.042619 1.232193
Li -0.835594 1.154617 -1.056776
H 1.188265 -1.061073 0.923578
C -0.779090 -0.935527 -0.437273
O -1.801407 -1.432263 -0.658025

Forces on atoms 1 to 6 (eV/Å):
0.88 -5.61 -3.36
-1.38 2.49 -1.09
-0.55 5.63 5.20
-0.74 1.36 -1.75
0.24 -1.47 0.21
-3.49 -5.18 -0.09

**Calculated total energy**: -423.45013 a.u.
**Charge**: +3
**HOMO level (alpha / beta)**: -25.5 / -25.2 eV
**Orbital gap (alpha / beta)**: 0.273 / 0.230 Eh
**Spin multiplicity**: 1



Record 3
C4H12N2O4 | ωB97M-V/def2-TZVPD

Cartesian coordinates (Å):
C -1.362553 2.109806 -1.023452
C 0.095349 1.709011 -0.826537
C 0.239546 0.582234 0.165579
C 1.124968 -1.261719 -2.526933
N -0.096012 -2.242328 1.920582
N 1.147896 0.462411 1.048048
O 0.645159 -1.468054 2.868261
O -0.677512 -0.358393 0.039087
O 1.365512 -2.060538 -1.462823
O 0.649411 -1.949644 -3.503209
H -1.937849 1.270145 -1.404520
H -1.797500 2.424588 -0.075454
H -1.435099 2.933295 -1.729388
H 0.516169 1.350887 -1.772370
H 0.682115 2.566603 -0.486602
H 0.496892 -3.035914 1.667919
H 1.696862 -1.547303 -0.714148
H 1.810738 1.226564 1.099610
H -0.899187 -2.607573 2.432189
H -0.522732 -1.093044 0.700765
H 0.926466 -0.666794 2.349512
H 0.536450 -2.905440 -3.311887

Forces on atoms 1 to 6 (eV/Å):
0.07 -0.02 0.02
-0.09 -0.07 0.06
0.00 0.42 -0.36
0.65 0.62 1.53
0.25 0.18 0.14
0.54 -0.18 0.49

**Calculated total energy**: -569.99052 a.u.
**Charge**: 0
**HOMO level**: -9.3 eV
**Orbital gap**: 0.369 Eh
**Spin multiplicity**: 1



Record 4
C5H8N2O | ωB97M-V/def2-TZVPD

Cartesian coordinates (Å):
C 0.735769 -0.910339 0.024895
C -0.440458 -0.346583 1.085154
C -0.603228 -0.631395 -0.982517
C -0.735078 0.923063 -0.691447
C -0.529874 1.159482 0.702145
H 2.718844 -1.553225 0.091551
H 2.318923 0.640758 0.180142
H 0.706771 -1.986876 -0.362418
H -0.240095 -0.605883 2.214334
H -1.383803 -2.147310 0.132809
H -0.321631 -0.716425 -2.128551
H -1.266137 1.794837 -1.187838
H -1.065051 2.004093 1.329189
N 1.978842 -0.405986 -0.001217
N -1.510099 -1.152544 0.097312
O 0.586023 1.539296 -0.221407

Forces on atoms 1 to 6 (eV/Å):
-5.28 -0.06 -0.89
2.19 -3.09 0.80
2.51 4.10 -0.40
0.57 2.45 -2.00
-0.38 -0.49 0.83
-2.06 5.56 -0.11

**Calculated total energy**: -379.77826 a.u.
**Charge**: 0
**HOMO level**: -8.1 eV
**Orbital gap**: 0.321 Eh
**Spin multiplicity**: 1



Record 5
C20H30Cl3N2O4PS2 | ωB97M-V/def2-TZVPD

Cartesian coordinates (Å):
C 6.062603 -0.697489 -1.530439
C 5.430989 0.607923 -1.031758
C 3.908886 0.474716 -0.951230
O 3.289425 1.591285 -1.579265
C 2.086603 1.289141 -2.246908
C 0.946758 1.011732 -1.271999
C -0.316120 0.418075 -1.940216
C -0.651207 1.103845 -3.275910
C -0.091363 0.330572 -4.486821
C -1.514769 0.361625 -0.974550
C -1.195675 -0.386605 0.325831
C -0.718185 -1.861053 0.294921
C 0.778378 -1.994934 0.615500
Cl -1.009535 -2.819468 -1.187529
N -2.641948 -0.248851 -1.738466
C -3.515879 -0.859494 -1.190183
S -4.699693 -1.574031 -0.449532
C -1.911950 1.808668 -0.542802
P -3.519294 2.449085 -1.211019
N -3.643367 2.579244 -2.771197
O -0.962055 2.822818 -0.900519
S 0.539374 2.552568 -0.419818
O 1.297190 3.632547 -0.949381
O 0.599797 2.376380 1.002041
H 7.140573 -0.594435 -1.616753
H 5.863049 -1.473053 -0.793306
H 5.624165 -0.991852 -2.480076
H 5.696067 1.448566 -1.665425
H 5.829881 0.795388 -0.037604
H 3.623072 0.475048 0.105199
H 3.575678 -0.466223 -1.396344
H 1.867708 2.124487 -2.900784
H 2.247899 0.407513 -2.871198
H 1.340664 0.343111 -0.514684
H -0.030891 -0.602046 -2.182409
H -1.720358 1.192426 -3.426234
H -0.251500 2.113379 -3.307287
H -0.849182 -0.355495 -4.859283
H 0.188304 1.001049 -5.293657
H 0.769834 -0.281310 -4.231070
H -2.019531 -0.304079 1.032389
H -0.395284 0.178017 0.792063
H -1.235201 -2.377067 1.092517
H 1.097827 -1.350788 1.427218
H 1.005954 -3.023791 0.879541
H 1.343811 -1.798822 -0.293835
H -2.005480 1.826638 0.546223
H -3.583114 3.700019 -0.570645
H -4.506803 1.639860 -0.620832
H -4.422618 2.018546 -3.099125
Cl -0.729761 -3.516744 3.330975
C -1.492141 -2.493191 4.501967
C -1.212075 -1.134473 4.581561
Cl -0.101324 -0.365836 3.499266
C -1.838450 -0.355940 5.544034
C -2.743125 -0.928455 6.421060
C -3.027514 -2.283988 6.337040
C -2.402659 -3.063502 5.379471
H -1.615535 0.700125 5.602640
H -3.226483 -0.315608 7.169286
H -3.735625 -2.735508 7.018016
H -2.618804 -4.120282 5.311360

Forces on atoms 1 to 6 (eV/Å):
-0.15 0.45 0.34
0.05 -0.64 0.00
0.17 0.63 0.43
-0.02 -0.14 -0.23
0.48 -0.10 0.05
-0.54 0.33 -0.20

**Calculated total energy**: -3708.78851 a.u.
**Charge**: 0
**HOMO level**: -8.9 eV
**Orbital gap**: 0.332 Eh
**Spin multiplicity**: 1
**SMILES**: CCCOC[C@@H]1[C@H](CC)[C@](C[C@H](C)Cl)(N=C=S)[C@H]([PH2]=N)OS1(=O)=O.Clc1ccccc1Cl



Record 6
H4INP2 | ωB97M-V/def2-TZVPD

Cartesian coordinates (Å):
N 1.279343 1.555882 0.250552
P 0.666450 -1.478171 0.076473
P 0.081323 0.648667 -0.167585
I -2.831118 -0.260435 0.144495
H 1.580821 1.560959 1.199705
H -0.389268 -1.521943 0.916169
H -0.140670 -1.784880 -0.930191
H -0.246879 1.279923 -1.489620

Forces on atoms 1 to 6 (eV/Å):
-1.63 0.79 0.12
2.12 0.83 0.63
-0.31 0.43 -2.17
1.23 0.87 0.01
0.78 -0.35 0.72
-1.01 -0.48 1.21

**Calculated total energy**: -1037.46272 a.u.
**Charge**: 0
**HOMO level (alpha / beta)**: -9.0 / -9.0 eV
**Orbital gap (alpha / beta)**: 0.250 / 0.250 Eh
**Spin multiplicity**: 1
**SMILES**: N=[P@@H](P)I



| no. | maximum force (eV Å⁻¹) |
| --- | --- |
| 1 | 4.4 |
| 2 | 7.7 |
| 3 | 1.8 |
| 4 | 6.7 |
| 5 | 1.5 |
| 6 | 2.4 |